# 1
C15H21N3O3S in the gas phase. Source: OMol25; level of theory: the ωB97M-V functional and the def2-TZVPD basis.

Structure (XYZ):
```
43
Properties=species:S:1:pos:R:3:nbo_charge:R:1
C -4.340 -1.236 1.016 -0.26
O -4.756 -0.077 0.324 -0.56
C -4.733 -0.191 -1.083 -0.06
C -3.336 -0.053 -1.703 -0.44
C -2.724 1.324 -1.433 -0.23
N -2.508 1.532 -0.019 -0.61
C -1.288 1.530 0.535 0.69
O -0.248 1.512 -0.104 -0.67
C -1.286 1.518 2.058 -0.59
C -1.005 0.074 2.477 0.68
O -1.816 -0.626 3.031 -0.58
N 0.241 -0.318 2.089 -0.48
N 0.695 -1.559 2.349 -0.20
C 1.786 -1.995 1.863 0.05
C 2.740 -1.376 0.942 -0.14
C 2.369 -0.539 -0.112 -0.21
C 3.318 0.012 -0.953 -0.18
C 4.665 -0.261 -0.760 -0.18
S 5.963 0.392 -1.757 0.27
C 5.105 1.439 -2.967 -0.74
C 5.047 -1.115 0.276 -0.22
C 4.099 -1.669 1.103 -0.17
H -3.304 -1.503 0.790 0.17
H -4.989 -2.085 0.776 0.17
H -4.410 -1.007 2.077 0.21
H -5.176 -1.150 -1.388 0.17
H -5.373 0.619 -1.445 0.18
H -3.421 -0.203 -2.779 0.22
H -2.675 -0.824 -1.304 0.21
H -1.753 1.415 -1.926 0.24
H -3.391 2.107 -1.809 0.19
H -3.325 1.373 0.559 0.43
H -2.243 1.829 2.470 0.24
H -0.489 2.168 2.421 0.25
H 0.800 0.335 1.538 0.41
H 2.054 -2.978 2.230 0.19
H 1.331 -0.330 -0.323 0.24
H 2.984 0.652 -1.753 0.21
H 4.440 0.834 -3.576 0.22
H 4.564 2.230 -2.456 0.22
H 5.886 1.867 -3.588 0.24
H 6.095 -1.336 0.412 0.22
H 4.406 -2.329 1.902 0.22
```

As for the structure (SMILES): COCCCNC(=O)CC(=O)N/N=C\c1ccc(SC)cc1. As for the charge: 0. The total energy is -1372.34679 hartree. The value obtained for the energy above the lowest of the compared OMol25 structures with the same formula, charge and spin is 1.938 eV.



# 2
3 unconnected molecules or ions with the total composition C2H9NO3. Source: OMol25; level of theory: the ωB97M-V functional and the def2-TZVPD basis.

Structure (XYZ):
```
15
Properties=species:S:1:pos:R:3:nbo_charge:R:1
C 0.414 1.312 -1.274 -0.74
C 0.226 1.167 0.294 0.71
N 0.683 2.301 1.009 -0.85
O -0.329 0.320 0.934 -0.62
H 1.323 1.932 -1.640 0.23
H -0.379 1.853 -1.703 0.25
H 0.770 0.361 -1.723 0.24
H 0.522 2.319 2.045 0.41
H 1.418 2.864 0.640 0.39
O -0.119 -2.101 -1.813 -0.91
H -0.493 -1.455 -1.131 0.46
H 0.778 -1.892 -1.618 0.45
O -0.870 -2.378 1.151 -0.95
H -0.277 -1.559 0.848 0.48
H -1.735 -2.134 0.927 0.46
```

As for the structure (SMILES): CC(N)=O.O.O. As for the charge: 0. The total energy is -362.05548 hartree. The value obtained for the energy above the lowest of the compared OMol25 structures with the same formula, charge and spin is 1.615 eV.



# 3
C6H9NO in the gas phase. Source: OMol25; level of theory: the ωB97M-V functional and the def2-TZVPD basis.

Structure (XYZ):
```
17
Properties=species:S:1:pos:R:3:nbo_charge:R:1
C 0.509 1.222 -0.050 -0.20
C -0.686 0.934 -0.576 -0.19
C -1.372 -0.298 -0.079 -0.02
C -2.629 -0.106 0.655 -0.11
O -2.671 -0.729 -0.768 -0.51
C 1.365 0.161 0.585 -0.10
C 2.423 -0.258 -0.308 -0.27
N 1.347 -1.347 -0.083 -0.68
H 0.937 2.045 -0.348 0.19
H -1.089 1.772 -1.118 0.23
H -0.852 -1.280 0.169 0.25
H -2.671 -0.778 1.757 0.18
H -3.103 0.871 0.798 0.20
H 1.717 0.089 1.600 0.24
H 3.416 -0.766 0.083 0.21
H 2.320 0.128 -1.334 0.20
H 1.040 -1.660 -0.982 0.37
```

As for the structure (SMILES): C(=C/[C@H]1CO1)/[C@@H]1CN1. As for the charge: 0. The total energy is -363.79094 hartree. The value obtained for the energy above the lowest of the compared OMol25 structures with the same formula, charge and spin is 6.348 eV.



# 4
A molecular structure, C25H21F7N3OPtS. Source: OMol25; level of theory: the ωB97M-V functional and the def2-TZVPD basis.

Structure (XYZ):
```
59
Properties=species:S:1:pos:R:3:nbo_charge:R:1
Pt -0.076 -0.088 -0.016 0.56
C 0.513 3.137 5.706 -0.62
C -0.350 3.680 4.576 -0.21
N -0.973 2.617 3.797 -0.43
C -2.338 2.280 4.173 -0.21
C -3.367 3.110 3.416 -0.62
C -0.293 2.013 2.775 0.39
S -1.189 0.766 1.952 -0.30
N 0.920 2.513 2.603 -0.72
C 1.888 2.100 1.745 0.65
O 1.925 1.113 1.024 -0.65
C 3.109 3.011 1.754 -0.04
C 4.095 2.805 0.798 -0.20
C 5.249 3.576 0.801 -0.22
C 5.429 4.558 1.767 -0.22
C 4.445 4.770 2.722 -0.22
C 3.288 4.000 2.712 -0.21
H 0.930 3.951 6.304 0.20
H 1.333 2.554 5.286 0.23
H -0.070 2.489 6.366 0.20
H 0.256 4.285 3.907 0.23
H -1.155 4.302 4.974 0.18
H -2.429 2.447 5.251 0.18
H -2.511 1.223 3.989 0.23
H -3.199 4.179 3.570 0.19
H -4.378 2.867 3.750 0.20
H -3.292 2.899 2.349 0.24
H 3.934 2.032 0.057 0.24
H 6.011 3.407 0.050 0.20
H 6.334 5.153 1.777 0.20
H 4.578 5.535 3.478 0.20
H 2.515 4.152 3.453 0.22
F 1.842 -0.900 -5.036 -0.34
C 1.766 -1.309 -3.745 0.42
C 0.948 -0.630 -2.876 -0.34
C 0.862 -1.024 -1.533 -0.14
C 1.636 -2.147 -1.130 -0.19
C 2.429 -2.796 -2.070 0.42
F 3.169 -3.888 -1.726 -0.35
C 2.530 -2.401 -3.382 -0.40
C 1.557 -2.523 0.293 0.23
C 2.266 -3.557 0.909 -0.25
C 2.119 -3.778 2.265 -0.16
C 1.259 -2.976 2.992 -0.28
C 0.580 -1.976 2.322 0.08
N 0.718 -1.755 1.014 -0.45
H 0.381 0.202 -3.257 0.25
H 3.170 -2.921 -4.078 0.23
H 2.926 -4.174 0.327 0.24
H 2.677 -4.571 2.748 0.21
H 1.112 -3.106 4.055 0.21
H -0.104 -1.314 2.836 0.23
F 0.273 2.066 -1.868 -0.38
C -0.770 1.381 -1.243 0.39
F -1.525 0.877 -2.305 -0.38
C -1.665 2.547 -0.764 0.91
F -1.963 3.380 -1.787 -0.34
F -1.058 3.298 0.169 -0.33
F -2.839 2.118 -0.274 -0.33
```

As for the charge: -1. The total energy is -2421.50379 hartree. The value obtained for the energy above the lowest of the compared OMol25 structures with the same formula, charge and spin is 0.000 eV.



# 5
A molecular structure, C28H33F10N5OPt. Source: OMol25; level of theory: the ωB97M-V functional and the def2-TZVPD basis.

Structure (XYZ):
```
78
Properties=species:S:1:pos:R:3:mulliken_charge:R:1
Pt 0.699 0.025 -0.138 -0.27
C 0.330 -2.584 1.785 -1.25
N -0.375 -1.434 1.266 0.56
C -0.703 -0.446 2.297 -1.16
C 0.570 0.143 2.891 -0.81
N 1.348 0.809 1.851 0.38
C 2.443 1.466 2.247 -0.40
C 3.007 2.469 1.404 -0.04
F 2.395 2.764 0.250 -0.39
C 4.137 3.191 1.699 0.50
F 4.589 4.109 0.823 -0.37
C 4.811 3.019 2.902 0.58
F 5.924 3.731 3.200 -0.36
C 4.284 2.101 3.783 0.23
F 4.895 1.898 4.972 -0.35
C 3.150 1.367 3.479 -0.03
F 2.776 0.482 4.448 -0.37
C -1.477 -1.791 0.352 -1.21
C -0.919 -2.179 -1.026 -0.65
N -0.173 -1.049 -1.512 1.46
C 0.293 -0.978 -2.828 -1.30
C 0.078 -1.839 -3.877 0.69
F -0.597 -3.030 -3.726 -0.43
C 0.557 -1.579 -5.169 0.40
F 0.278 -2.434 -6.191 -0.41
C 1.267 -0.416 -5.369 0.27
F 1.741 -0.113 -6.611 -0.42
C 1.526 0.450 -4.312 -0.97
F 2.237 1.579 -4.620 -0.49
C 1.047 0.263 -3.012 2.28
F -0.240 1.614 -2.797 -0.67
H -0.256 -3.078 2.580 0.22
H 1.300 -2.298 2.186 0.22
H 0.503 -3.300 0.983 0.39
H -1.337 -0.870 3.101 0.32
H -1.270 0.347 1.806 0.10
H 1.134 -0.635 3.413 0.50
H 0.247 0.853 3.669 0.56
H -2.083 -0.895 0.225 0.29
H -2.111 -2.594 0.771 0.25
H -1.763 -2.403 -1.691 0.50
H -0.337 -3.119 -0.963 0.29
C -1.013 3.097 0.776 -1.27
N -1.953 3.360 -0.309 0.20
C -1.795 4.551 -1.124 -0.87
C -1.644 4.175 -2.579 -0.03
C -2.846 3.349 -2.983 -0.85
N -3.093 2.261 -2.048 0.21
C -3.448 0.988 -2.642 -0.96
C -2.589 2.237 -0.774 0.35
O -2.710 1.254 -0.045 -0.72
H -0.412 3.991 0.935 0.36
H -0.352 2.252 0.519 0.49
H -1.534 2.848 1.704 0.30
H -0.916 5.089 -0.769 0.45
H -2.662 5.217 -0.980 0.31
H -0.756 3.545 -2.697 -0.21
H -1.561 5.062 -3.215 0.44
H -2.681 2.912 -3.969 0.41
H -3.746 3.982 -3.045 0.37
H -2.740 0.759 -3.443 0.28
H -4.470 1.008 -3.039 0.32
H -3.371 0.216 -1.884 0.20
C 4.224 0.356 -2.738 -2.04
C 3.237 -0.171 -1.681 2.60
C 3.122 -1.687 -1.873 -1.81
C 3.912 0.089 -0.333 -2.05
C 1.854 0.590 -1.734 -1.44
H 5.219 -0.064 -2.550 0.47
H 4.300 1.444 -2.692 0.36
H 3.931 0.083 -3.747 0.40
H 4.099 -2.145 -1.681 0.59
H 2.818 -1.945 -2.888 0.31
H 2.394 -2.117 -1.184 -0.06
H 4.874 -0.434 -0.298 0.67
H 3.298 -0.255 0.501 0.13
H 4.109 1.154 -0.203 0.24
H 2.082 1.661 -1.724 1.14
```

As for the charge: -2. The total energy is -2553.70094 hartree. The value obtained for the energy above the lowest of the compared OMol25 structures with the same formula, charge and spin is 0.000 eV.



no.,HOMO level (eV)
1,-8.022
2,-10.440
3,-9.359
4,-4.599
5,-0.080